A cluster of 3 separate species, C7H15Cl4NO in total in a non-equilibrium geometry. Source: OMol25; level of theory: wB97M-V/def2-TZVPD.

```
! wB97M-V def2-TZVPD RIJCOSX def2/J DEFGRID3
* xyz 0 1
Cl -4.001 1.703 -3.271
C -3.064 0.562 -2.346
C -3.209 -0.909 -2.827
Cl -2.114 -1.225 -4.205
H -3.427 0.562 -1.318
H -2.028 0.897 -2.297
H -4.208 -1.282 -3.051
H -2.996 -1.660 -2.067
Cl -1.243 1.389 6.412
C -1.423 0.213 5.106
C -1.325 -1.169 5.657
Cl -2.658 -1.433 6.863
H -0.647 0.334 4.350
H -2.375 0.509 4.666
H -0.416 -1.205 6.258
H -1.353 -2.004 4.957
C 2.386 -0.850 -1.216
O 2.013 -0.771 -0.054
N 3.057 0.188 -1.752
C 3.428 0.149 -3.176
C 3.167 1.543 -1.126
H 2.238 -1.649 -1.958
H 4.326 0.684 -3.482
H 2.685 0.470 -3.907
H 3.696 -0.848 -3.526
H 3.562 2.370 -1.717
H 2.266 2.063 -0.802
H 3.663 1.370 -0.171
*
```

Values from the calculation:
SMILES string: CN(C)C=O.ClCCCl.ClCCCl
Highest occupied orbital energy (eV): -9.55
HOMO-LUMO gap (eV): 10.0
E_tot (eV): -61128.8231
LUMO (eV): 0.408

A cluster of 2 separate species, C2H3FINO in total in a non-equilibrium geometry. Source: OMol25; level of theory: wB97M-V/def2-TZVPD.

```
! wB97M-V def2-TZVPD RIJCOSX def2/J DEFGRID3
* xyz 0 1
C 1.847 0.600 0.307
C -2.236 -0.424 -0.065
N -2.044 -1.417 -0.673
O -1.893 -2.547 -1.056
F 1.418 -0.564 -0.111
I -2.754 1.526 0.251
H 2.412 0.480 1.249
H 2.414 1.167 -0.382
H 0.837 1.177 0.480
*
```

Values from the calculation:
SMILES string: [O-][N+]#CI.CF
Highest occupied orbital energy (eV): -9.51
HOMO-LUMO gap (eV): 8.9
Energy relative to the best compared isomer or geometry (same formula, charge and spin) (kcal per mole): 70.1
E_tot (eV): -16474.2049
LUMO (eV): -0.646

A structure of composition C52H38CdCl3N12O5S2. Source: OMol25; level of theory: wB97M-V/def2-TZVPD.

```
! wB97M-V def2-TZVPD RIJCOSX def2/J DEFGRID3
* xyz -1 1
Cd 0.073 -0.700 0.999
O -4.709 1.409 5.978
C -4.085 0.333 6.038
O -4.121 -0.595 6.866
C -3.139 0.081 4.839
C -2.392 -1.081 4.736
C -1.615 -1.290 3.611
N -1.516 -0.395 2.625
C -2.171 0.766 2.752
C -3.016 1.014 3.820
C -1.940 1.786 1.691
C -2.224 3.132 1.912
C -1.970 4.038 0.904
C -1.424 3.586 -0.291
C -1.135 2.240 -0.404
N -1.385 1.356 0.560
C -0.860 -2.561 3.434
C -0.037 -3.032 4.450
C 0.641 -4.223 4.258
C 0.459 -4.910 3.069
C -0.370 -4.352 2.110
N -1.012 -3.197 2.269
H -2.470 -1.820 5.523
H -3.599 1.920 3.902
H -2.588 3.459 2.875
H -2.168 5.091 1.056
H -1.199 4.267 -1.101
H -0.657 1.850 -1.294
H 0.083 -2.450 5.354
H 1.309 -4.602 5.021
H 0.964 -5.846 2.873
H -0.520 -4.857 1.159
C 7.572 2.751 3.803
C 6.115 2.481 3.537
C 5.685 1.226 3.116
C 4.346 0.981 2.865
C 3.417 1.997 3.039
C 3.823 3.255 3.461
C 5.168 3.488 3.706
S 1.692 1.666 2.796
O 1.027 2.945 2.880
O 1.320 0.630 3.731
N 1.556 0.983 1.358
C 1.861 1.614 0.172
C 2.532 2.843 0.037
C 2.829 3.303 -1.226
C 2.462 2.561 -2.344
C 1.771 1.387 -2.120
N 1.455 0.926 -0.910
H 8.149 1.827 3.799
H 7.712 3.235 4.771
H 7.992 3.412 3.042
H 6.402 0.423 2.993
H 4.030 0.000 2.538
H 3.082 4.031 3.597
H 5.486 4.469 4.042
H 2.804 3.421 0.907
H 3.350 4.247 -1.340
H 2.691 2.886 -3.349
H 1.450 0.781 -2.966
Cl -7.707 0.172 -0.311
C -6.402 0.086 -1.450
C -5.361 0.994 -1.378
C -4.333 0.894 -2.301
C -4.305 -0.088 -3.290
C -3.127 -0.097 -4.241
C -2.293 -1.377 -4.239
N -1.903 -1.709 -2.876
C -2.539 -2.615 -2.059
C -1.953 -2.504 -0.837
N -0.977 -1.537 -0.891
C -0.965 -1.090 -2.129
O -3.548 0.161 -5.574
C -3.167 1.417 -6.120
C -1.702 1.507 -6.417
C -0.780 2.198 -5.692
Cl -1.072 3.163 -4.300
S 0.805 2.088 -6.329
C 0.255 1.095 -7.609
C -1.080 0.870 -7.536
C -5.378 -0.972 -3.328
Cl -5.496 -2.214 -4.550
C -6.422 -0.899 -2.422
H -5.348 1.753 -0.608
H -3.502 1.588 -2.233
H -2.465 0.696 -3.878
H -1.413 -1.226 -4.864
H -2.849 -2.221 -4.635
H -3.348 -3.227 -2.421
H -2.186 -3.003 0.090
H -0.325 -0.308 -2.508
H -3.479 2.237 -5.465
H -3.733 1.496 -7.048
H 0.958 0.706 -8.328
H -1.623 0.249 -8.236
H -7.240 -1.603 -2.476
N 5.268 -2.853 4.130
C 4.520 -2.982 3.260
C 3.597 -3.131 2.187
C 3.605 -4.277 1.326
C 2.724 -4.372 0.315
C 1.846 -3.218 0.003
N 1.652 -2.297 1.062
C 2.551 -2.235 2.028
H 4.298 -5.085 1.528
H 2.682 -5.238 -0.333
H 0.880 -3.518 -0.403
H 2.398 -1.450 2.764
N 1.354 -1.176 -5.269
C 1.960 -1.746 -4.465
N 2.703 -2.430 -3.613
C 2.521 -2.433 -2.368
N 2.458 -2.430 -1.196
*
```

Values from the calculation:
Highest occupied orbital energy (eV): -5.56
HOMO-LUMO gap (eV): 7.3
Energy relative to the best compared isomer or geometry (same formula, charge and spin) (kcal per mole): 19.8
E_tot (eV): -146465.3127
LUMO (eV): 1.753

The molecule C4H8O2. Source: OMol25; level of theory: wB97M-V/def2-TZVPD.

```
! wB97M-V def2-TZVPD RIJCOSX def2/J DEFGRID3
* xyz 0 1
C -0.917 1.117 -0.056
C -0.028 -0.008 0.070
C 1.130 0.061 1.034
O 0.719 0.171 -1.499
C -0.698 -1.341 -0.080
O -0.988 -1.840 -1.148
H -0.039 1.017 -1.326
H -1.959 0.910 -0.293
H -0.746 1.956 0.614
H 1.913 -0.665 0.800
H 0.770 -0.123 2.053
H 1.566 1.063 1.011
H 0.255 -0.491 -2.056
H -0.979 -1.828 0.874
*
```

Values from the calculation:
Highest occupied orbital energy (eV): -8.35
HOMO-LUMO gap (eV): 9.0
Energy relative to the best compared isomer or geometry (same formula, charge and spin) (kcal per mole): 89.6
E_tot (eV): -8369.3985
LUMO (eV): 0.687

The molecule C6H12O in a non-equilibrium geometry. Source: OMol25; level of theory: wB97M-V/def2-TZVPD.

```
! wB97M-V def2-TZVPD RIJCOSX def2/J DEFGRID3
* xyz 0 1
C -1.277 -0.055 -1.769
C -0.475 -0.023 -0.481
O -0.980 1.164 0.180
C -0.623 -1.103 0.538
C 0.491 0.421 1.735
C 1.623 0.164 0.780
C 1.027 0.191 -0.653
H -2.340 -0.180 -1.529
H -0.965 -0.840 -2.457
H -1.166 0.921 -2.255
H -1.557 0.811 0.875
H -1.654 -1.517 0.586
H 0.052 -1.972 0.435
H 0.351 1.511 1.910
H 0.378 -0.121 2.648
H 2.007 -0.826 1.023
H 2.446 0.887 0.861
H 1.480 -0.587 -1.284
H 1.182 1.155 -1.143
*
```

Values from the calculation:
Highest occupied orbital energy (alpha / beta) (eV): -8.33 / -8.33
HOMO-LUMO gap (alpha / beta) (eV): 9.0 / 9.0
Energy relative to the best compared isomer or geometry (same formula, charge and spin) (kcal per mole): 91.4
E_tot (eV): -8460.3896
LUMO (alpha / beta) (eV): 0.677 / 0.677

The molecule C2H5NO2 in a non-equilibrium geometry. Source: OMol25; level of theory: wB97M-V/def2-TZVPD.

```
! wB97M-V def2-TZVPD RIJCOSX def2/J DEFGRID3
* xyz 0 1
C 0.726 -0.223 1.100
N 0.599 -0.355 -0.345
C -0.569 -0.077 -0.976
O -1.377 0.820 -0.357
O -0.904 -0.544 -2.047
H -0.072 0.386 1.545
H 0.781 -1.152 1.641
H 1.488 0.562 1.289
H 1.435 -0.372 -0.896
H -2.106 0.956 -0.955
*
```

Values from the calculation:
SMILES string: CNC(=O)O
Highest occupied orbital energy (eV): -9.89
HOMO-LUMO gap (eV): 10.6
Energy relative to the best compared isomer or geometry (same formula, charge and spin) (kcal per mole): 10.4
E_tot (eV): -7740.3002
LUMO (eV): 0.747